No. 1
9
Properties=species:S:1:pos:R:3:forces:R:3 method="wB97M-V/def2-TZVPD" e_lumo_ev="5.80 / 5.98" energy_ev=-21591.3855 gap_ev="4.5 / 4.3" relative_energy_ev=2.883 spin_multiplicity=1 total_charge=-2
C 0.91971 -0.05148 -0.33742 -2.341 -1.446 -1.946
C -1.25661 -0.98838 -1.31458 0.050 -0.101 2.548
C 0.67965 0.68904 0.87057 0.544 3.197 5.119
N 0.26410 0.21010 2.06804 -0.081 -1.904 -2.382
O 1.74501 -0.22097 -1.16894 0.808 0.031 0.598
O 0.96065 1.94587 0.73063 -0.596 -0.798 -1.259
O -2.13285 -1.37754 -0.57974 0.469 0.480 -0.108
S -0.93156 -1.09245 -2.89766 0.427 -0.033 -2.161
H -0.24810 0.88581 2.62909 0.721 0.574 -0.408

---

No. 2
116
Properties=species:S:1:pos:R:3:forces:R:3 method="wB97M-V/def2-TZVPD" e_lumo_ev=-4.69 energy_ev=-230236.8525 gap_ev=6.0 spin_multiplicity=1 total_charge=+1
C -0.81582 -3.33362 -0.95801 -1.115 10.092 1.262
C -1.05493 -1.94654 -0.72359 2.666 -9.162 -2.196
C -1.01955 -0.31033 -0.65672 -1.264 -0.961 -0.020
C 0.24758 0.39452 -1.42775 -1.725 -1.021 -1.897
C -0.15173 1.71731 -2.38217 0.587 -0.040 0.824
C -0.78723 1.26417 -3.84958 -0.530 -0.081 -0.434
O 0.07103 1.61107 -4.99292 -0.403 -1.899 0.770
C 0.40760 0.36595 -5.73903 0.409 -1.384 -1.576
O 1.22665 0.64932 -6.96198 0.087 0.161 4.211
C 2.64014 0.82793 -6.50210 0.914 0.628 -1.299
C 3.29365 1.96300 -7.51663 -0.004 -0.632 0.055
O 3.36686 3.27646 -6.81364 2.185 -1.910 0.039
C 1.41695 2.30729 -2.38218 -2.819 -1.164 -4.234
N 1.87666 2.25673 -0.90665 0.502 -1.337 -2.187
P 3.61545 2.59528 -1.09614 6.998 4.780 0.358
O 4.17096 3.95058 -0.54272 -2.591 -3.983 -1.154
C 1.32708 3.35503 -0.05693 -1.558 2.814 2.956
Br 1.18591 5.18017 -0.96346 2.893 -1.462 -0.158
C -0.17100 3.23477 0.56333 -0.489 -0.649 2.190
C -0.08887 3.53147 2.20772 -0.851 0.644 -0.325
Br -1.46401 4.65255 -0.13103 -0.858 -2.017 0.946
C 1.61619 0.77491 -0.53134 -2.863 -1.876 1.600
C 1.53478 0.41886 1.10148 -0.464 0.669 2.622
C 2.72176 1.09872 2.00279 0.002 -0.483 1.117
F 1.54644 -1.02790 1.41453 0.094 3.259 -1.685
S 2.77170 -0.56744 -1.10719 3.405 -8.982 -6.508
O 2.10781 -1.99234 -1.27930 1.703 6.452 2.301
O 3.49346 -0.36440 -2.46164 -2.275 1.738 5.065
F 4.09806 -0.88782 -0.00391 -2.962 1.594 -1.562
H -0.49351 -4.45616 -1.19486 -1.137 3.132 0.787
H -1.99632 0.06258 -1.23397 2.170 -0.827 1.226
H -1.17014 0.01346 0.45631 0.385 -0.670 -2.043
H 0.40357 -0.38069 -2.32443 0.616 1.432 2.344
H -0.99876 2.41411 -1.97600 2.060 -1.121 -0.133
H -1.83388 1.82061 -3.97956 2.388 -1.056 0.321
H -1.03164 0.10810 -3.89393 0.571 2.187 0.443
H 1.03339 -0.39801 -5.09260 -1.405 1.628 -1.047
H -0.58018 -0.16496 -6.14103 2.009 1.322 0.911
H 3.24374 -0.18631 -6.56961 -1.511 2.001 0.146
H 2.69650 1.24037 -5.40774 -0.219 -0.705 -2.055
H 2.61249 2.10424 -8.47123 1.322 -0.326 2.160
H 4.36792 1.59862 -7.88471 -2.260 0.897 0.869
H 4.26990 3.25285 -6.34469 -2.106 0.222 -1.094
H 1.88198 1.48786 -3.11757 -0.204 1.390 2.363
H 1.65019 3.25858 -3.01737 -0.605 -1.222 2.062
H 4.50454 1.58583 -0.51381 -1.621 0.085 -0.446
H 3.93287 2.57251 -2.53131 -1.001 -0.477 1.261
H 2.04295 3.55855 0.87761 -1.328 -0.682 -2.484
H -0.70471 2.20579 0.46041 1.046 1.958 -0.272
H 0.12305 2.56288 2.82906 -0.333 1.839 -1.242
H -1.15159 3.97302 2.51642 2.432 -1.180 -0.549
H 0.70113 4.36563 2.44121 -1.408 -1.633 -0.483
H 0.51203 0.79598 1.59024 2.181 -0.879 -1.563
H 2.36675 2.12994 2.48878 0.866 -2.219 -1.400
H 2.87265 0.37515 2.94115 -0.424 1.484 -2.194
H 3.76973 1.16527 1.48855 -2.139 0.002 0.932
C 1.25996 -2.30054 -8.24712 -0.206 0.215 -0.058
C 1.94358 -2.79369 -7.00282 0.280 -0.401 0.420
O 2.00811 -2.11477 -5.97963 -0.012 -0.276 -0.117
N 2.50473 -4.03682 -7.02805 -0.338 0.939 0.215
C 2.53687 -4.98065 -8.11914 0.238 -0.322 0.232
H 0.86364 -1.29623 -8.07174 0.219 -0.281 0.039
H 1.97502 -2.25022 -9.07248 -0.178 -0.116 -0.049
H 0.42708 -2.96048 -8.50358 0.168 -0.017 -0.168
H 2.94547 -4.29672 -6.15319 -0.097 0.038 -0.220
H 2.04768 -5.90017 -7.78630 0.045 -0.037 -0.319
H 3.58362 -5.19543 -8.35087 -0.171 -0.137 -0.240
H 2.03611 -4.60469 -9.01211 0.083 0.010 0.240
C -0.61419 -3.18093 2.50216 0.077 0.077 -0.011
C -1.72611 -3.24855 3.51107 -0.438 -0.226 0.495
O -2.31071 -2.24222 3.90800 0.229 0.030 -0.127
N -2.08458 -4.47429 3.99061 0.235 1.039 -0.221
C -1.52801 -5.76270 3.65511 -0.337 -0.283 0.236
H -0.44440 -2.13895 2.21597 -0.181 -0.283 0.114
H 0.30904 -3.57482 2.93525 -0.037 -0.105 -0.117
H -0.88641 -3.74510 1.60628 0.204 0.035 0.172
H -2.83998 -4.43679 4.66525 -0.137 -0.186 -0.136
H -2.33267 -6.38565 3.25504 0.217 -0.144 -0.031
H -1.14643 -6.21674 4.57367 0.183 -0.220 -0.302
H -0.72335 -5.69258 2.92223 -0.121 0.089 0.218
C 0.12544 10.49428 1.70486 0.055 0.235 0.079
C 0.05986 9.08369 2.21943 0.299 -0.370 1.129
O 0.37412 8.79310 3.37217 -0.207 0.153 -0.815
N -0.36425 8.10773 1.36589 0.175 0.186 0.229
C -0.77395 8.24133 -0.01130 -0.113 -0.387 0.218
H 0.48082 11.15623 2.49983 -0.088 -0.301 -0.124
H 0.82459 10.55511 0.86667 -0.181 0.086 -0.043
H -0.86917 10.82737 1.39703 0.144 0.034 -0.143
H -0.38093 7.18561 1.78611 -0.048 0.248 -0.113
H -1.80272 7.88051 -0.09531 0.024 0.149 -0.324
H -0.12208 7.61041 -0.62164 -0.136 0.183 -0.298
H -0.71943 9.27134 -0.36573 0.028 -0.193 0.153
C 2.00226 -3.57524 7.42898 0.300 0.027 0.035
C 1.01265 -4.32038 6.57794 -0.389 -0.566 -0.617
O 1.36609 -5.09624 5.69186 -0.058 0.368 0.278
N -0.31603 -4.11675 6.81043 0.833 -0.182 -0.156
C -0.92957 -3.25628 7.79302 -0.443 -0.146 -0.168
H 3.01850 -3.84177 7.12455 -0.317 -0.033 -0.019
H 1.87364 -2.49774 7.29664 -0.016 -0.055 0.215
H 1.87362 -3.84866 8.47954 0.002 0.216 -0.043
H -0.91832 -4.65374 6.19720 0.122 0.224 0.159
H -1.55863 -3.87453 8.43929 0.002 0.292 0.154
H -1.55860 -2.53401 7.26561 -0.016 0.109 0.268
H -0.19563 -2.72487 8.40002 -0.062 -0.162 -0.166
C -5.55270 -2.80821 4.59931 0.233 0.051 0.066
C -6.01559 -4.17257 5.02722 -0.092 -0.603 0.219
O -5.23646 -5.02379 5.45193 0.000 0.325 -0.194
N -7.34638 -4.45769 4.93436 0.824 -0.010 0.115
C -8.41235 -3.60489 4.46665 -0.275 -0.364 0.104
H -4.46956 -2.73253 4.73171 -0.273 -0.029 -0.070
H -5.78332 -2.64874 3.54269 -0.049 0.154 0.117
H -6.03017 -2.04073 5.21410 -0.043 0.028 -0.198
H -7.57895 -5.39524 5.24110 0.031 0.238 -0.076
H -9.13872 -3.49524 5.27657 -0.106 0.223 -0.223
H -8.89381 -4.09847 3.61806 -0.140 0.296 -0.007
H -8.05657 -2.62023 4.16107 0.031 -0.233 0.092

---

No. 3
68
Properties=species:S:1:pos:R:3:forces:R:3 method="wB97M-V/def2-TZVPD" e_lumo_ev=2.67 energy_ev=-52857.5461 gap_ev=4.4 relative_energy_ev=1.842 spin_multiplicity=1 total_charge=-1
Tl -1.30475 -0.10129 0.24980 -0.096 1.038 1.162
Cl 1.19575 -0.09150 -0.46077 1.353 -0.242 -0.457
N -0.26150 2.41524 0.04901 -0.695 1.130 -1.911
N -0.44512 -2.49004 0.39435 -0.453 -1.076 -1.756
C -0.97368 3.07812 -0.81934 1.318 -1.563 2.038
C -0.83778 -3.03340 -0.72448 0.696 1.322 2.412
C 0.88124 3.28905 0.43784 -0.756 -0.037 0.009
C 0.28925 4.66205 0.14486 -0.744 0.194 -0.261
C 2.09062 3.06873 -0.44598 0.271 -0.303 -0.349
C 1.27028 3.06540 1.88672 -0.092 0.268 0.122
H 1.87370 3.34663 -1.48586 0.028 -0.108 0.132
H 2.38035 2.01383 -0.41498 -0.012 0.261 -0.092
H 2.90796 3.70068 -0.07875 -0.009 -0.014 -0.077
H 0.40221 3.18496 2.54087 0.080 -0.073 0.014
H 2.03026 3.80596 2.16341 -0.039 -0.105 0.118
H 1.69133 2.06357 2.01967 -0.137 0.117 -0.108
C 0.57955 -3.34833 1.03420 -0.415 0.177 -0.318
C 0.44788 -4.62730 0.21110 -0.465 -0.363 -0.638
C 0.27022 -3.52427 2.51332 -0.173 -0.249 0.005
C 1.99124 -2.81593 0.90657 0.416 0.211 -0.154
H 2.23355 -2.60242 -0.13837 0.003 0.087 0.224
H 2.67619 -3.58703 1.28485 -0.046 0.049 0.006
H 2.13066 -1.90223 1.48951 -0.024 -0.078 -0.235
H -0.72200 -3.96594 2.64488 0.048 0.087 0.101
H 0.31326 -2.56076 3.03624 -0.057 -0.182 -0.170
H 1.01921 -4.19170 2.95598 -0.125 0.061 0.059
O -0.34209 -4.24573 -0.97006 0.585 -1.269 -0.129
H -0.10395 -5.40904 0.74975 0.027 0.049 -0.211
H 1.39252 -5.02343 -0.17279 -0.129 0.051 0.173
O -0.72400 4.38997 -0.89768 0.717 1.308 -0.053
H 0.98353 5.39953 -0.26955 -0.099 -0.156 0.107
H -0.23548 5.06985 1.02032 -0.001 0.015 -0.198
C -2.03647 2.48812 -1.70699 0.089 0.535 0.405
C -1.83486 -2.45260 -1.71034 0.013 -0.455 0.154
C -1.43147 -1.18852 -2.47126 1.088 1.114 -1.298
H -2.72597 -2.21554 -1.09653 0.362 -0.038 -0.431
H -2.10413 -3.26406 -2.39948 0.026 0.163 0.134
C -1.67142 0.04090 -1.90877 -2.123 -0.570 0.623
C -1.54278 1.27610 -2.47304 0.974 -0.864 -1.447
H -1.66224 -0.71885 2.48697 -1.437 0.539 -0.232
C -0.84790 1.30568 -3.70060 -0.642 0.115 0.703
C -0.45135 0.09215 -4.27885 -0.072 -0.020 0.008
C -0.54162 2.63445 -4.29147 0.333 0.385 -0.514
C -0.73541 -1.15066 -3.69456 -0.641 -0.326 0.580
H 0.07873 0.11223 -5.23660 -0.070 0.002 0.274
C -0.32984 -2.44893 -4.29602 0.333 -0.342 -0.507
H 0.23252 -2.29725 -5.21682 0.080 -0.104 -0.083
H -1.20391 -3.06611 -4.52933 0.037 0.013 -0.047
H 0.28779 -3.03100 -3.60137 -0.024 0.097 -0.111
H -1.43760 3.25807 -4.35434 0.026 -0.016 -0.069
H -0.12116 2.53539 -5.29137 0.061 0.093 -0.110
H 0.17851 3.18828 -3.67550 -0.058 -0.090 -0.059
H -2.41541 3.28735 -2.35660 0.038 -0.172 0.111
H -2.84720 2.18245 -1.02021 0.225 -0.009 -0.458
C -2.48440 -0.08636 2.88815 0.483 -0.012 0.914
C -1.86611 0.29938 4.18907 -0.957 0.458 0.195
C -2.61898 0.49766 5.35680 0.653 -0.353 -0.028
C -1.92118 0.56792 6.56392 0.027 0.293 0.241
C -0.52273 0.53764 6.56042 0.348 0.107 -0.068
C 0.21629 0.46221 5.36751 -0.523 0.206 0.058
C -0.47050 0.38551 4.16738 -0.057 -0.454 0.419
H -3.38217 -0.69125 2.95855 -0.332 -0.062 0.233
H -2.67428 0.78964 2.23980 0.191 -0.797 0.419
H -3.72140 0.51738 5.30454 0.711 -0.123 0.091
H -2.45939 0.64993 7.52262 0.316 -0.014 -0.529
H 0.02354 0.60852 7.49463 -0.121 -0.090 0.058
H 1.30262 0.43167 5.33150 -0.137 0.117 0.362
H 0.04586 0.27205 3.20347 -0.196 0.068 0.444

---

No. 4
73
Properties=species:S:1:pos:R:3:forces:R:3 method="wB97M-V/def2-TZVPD" e_lumo_ev=0.33 energy_ev=-311859.2974 gap_ev=9.7 spin_multiplicity=1
Br 18.71751 -3.39962 -24.75105 -0.253 -0.147 -0.129
C 19.36211 -3.37258 -22.92450 -0.149 0.862 0.130
C 19.53266 -1.88956 -22.50970 0.944 -2.292 0.101
Br 20.45975 -2.11327 -20.77264 -0.160 0.789 -0.116
H 20.32167 -3.87912 -22.94460 0.025 0.081 0.026
H 18.69021 -3.91069 -22.25964 -0.226 0.005 -0.214
H 18.59890 -1.35236 -22.40366 0.135 0.170 0.023
H 20.28393 -1.49311 -23.18297 -0.299 0.673 0.101
Br 15.57481 -1.43340 -23.15383 -0.188 -0.145 0.088
C 15.41276 -3.08305 -22.10302 -1.146 0.221 0.275
C 14.12406 -3.03134 -21.29498 0.098 0.992 0.523
Br 13.77801 -4.67858 -20.25490 0.132 0.611 -0.530
H 16.24724 -3.01392 -21.41569 0.292 -0.842 -0.312
H 15.30559 -3.90366 -22.80502 0.918 -0.077 0.028
H 13.24650 -2.76958 -21.88075 -0.015 -0.527 -0.146
H 14.22047 -2.23597 -20.55695 -0.071 -0.177 0.170
C 23.73793 -9.35634 -20.04877 0.170 -0.754 -0.479
C 24.39760 -10.48713 -20.54062 -0.466 0.976 0.326
C 23.66175 -11.55784 -21.00455 1.522 -0.514 0.320
C 22.28573 -11.59439 -20.92743 -0.783 0.820 -1.209
C 21.61022 -10.48889 -20.43373 0.931 0.984 1.226
C 22.35672 -9.38768 -19.93569 -0.266 -0.055 -0.782
H 24.34240 -8.47086 -19.90354 -0.287 0.140 0.493
H 25.47617 -10.44054 -20.61010 0.014 -0.300 -0.139
H 24.29594 -12.34823 -21.39117 -0.619 -0.359 -0.279
H 21.70707 -12.26446 -21.55250 0.124 -0.628 0.534
H 20.53175 -10.44143 -20.37508 -0.045 -0.103 -0.216
H 21.87495 -8.46607 -19.63512 -0.305 -0.196 0.188
C 15.35076 -7.10334 -22.38139 -0.139 0.353 -1.012
C 14.92296 -8.44373 -21.93175 -0.490 -1.129 0.770
O 16.09843 -9.15920 -21.48577 -0.364 0.209 -0.172
H 14.48527 -6.51144 -22.68465 -0.066 0.038 0.236
H 15.93849 -7.21147 -23.29716 0.396 0.139 0.255
H 15.88370 -6.59715 -21.58542 0.227 0.176 -0.098
H 14.37592 -9.01222 -22.68958 0.392 0.008 -0.390
H 14.18218 -8.38117 -21.12567 0.271 0.186 0.345
H 15.81849 -9.98632 -21.08266 0.036 -0.008 -0.075
C 14.65995 -8.10189 -17.32429 0.096 -0.626 -0.697
C 15.42920 -6.82866 -17.63892 -0.449 0.228 0.722
O 16.51176 -7.08952 -18.53064 -0.244 0.055 0.419
H 15.35375 -8.93826 -17.18689 0.167 0.089 0.019
H 14.06672 -8.36574 -18.20248 -0.170 -0.104 0.141
H 14.03494 -8.13229 -16.43348 -0.079 0.576 -0.053
H 15.73655 -6.34850 -16.70389 0.503 -0.096 -0.055
H 14.80452 -6.08029 -18.11908 -0.091 -0.124 -0.178
H 16.97482 -7.84500 -18.15269 0.228 0.043 -0.253
C 19.69304 -7.24129 -24.37595 0.515 -0.487 0.508
C 19.67468 -8.55900 -23.58904 -1.192 1.671 0.624
O 18.36169 -9.11565 -23.67281 0.379 -0.693 -0.610
H 18.98768 -6.50415 -23.99199 -0.304 -0.240 -0.058
H 19.47188 -7.48772 -25.41299 0.131 0.401 -0.119
H 20.67864 -6.78740 -24.23512 0.105 -0.009 -0.494
H 19.78456 -8.31693 -22.53199 0.833 -0.209 0.005
H 20.48774 -9.19108 -23.94135 -0.351 -0.499 0.033
H 17.90897 -8.94736 -22.84302 -0.212 -0.104 0.109
C 17.66568 -1.27321 -18.28369 1.627 1.172 -0.280
C 18.13400 -2.60233 -17.74910 -0.332 -0.929 -0.753
O 18.47161 -2.54943 -16.37568 -0.337 0.076 0.387
H 18.56056 -0.63435 -18.28368 -0.093 0.242 0.528
H 16.91555 -0.76382 -17.68369 -0.224 -0.280 -0.077
H 17.48463 -1.20154 -19.35918 -0.729 -0.725 0.070
H 18.97047 -2.98501 -18.33936 0.117 0.290 -0.020
H 17.37286 -3.37357 -17.90925 -0.166 0.072 0.381
H 19.41915 -2.58923 -16.24178 0.066 0.057 -0.222
C 19.30784 -6.63368 -20.61827 0.499 -0.218 0.401
C 18.93371 -5.38297 -19.87762 -0.380 0.183 0.129
O 17.61602 -5.01144 -20.24274 -0.247 0.974 -0.367
H 18.55185 -7.39668 -20.42198 0.210 -0.211 -0.023
H 20.30472 -6.94069 -20.28639 -0.124 -0.343 -0.060
H 19.36569 -6.47462 -21.69408 -0.151 0.221 0.020
H 19.61658 -4.57197 -20.13469 -0.249 0.041 -0.132
H 18.98573 -5.45896 -18.78556 0.114 -0.419 -0.040
H 16.97602 -5.54509 -19.75572 0.245 -0.251 0.133